*A*
Here is a gas-phase ion, C7H8N3 (charge +1) from OMol25. Energies are from ωB97M-V/def2-TZVPD.

Each atom is followed by the atoms it is bonded to, with distances in Å.
Positions of all 18 atoms, in Å:
1 C -0.26 -1.53 0.49  C3 1.346, C7 1.503, H11 1.118
2 C 1.14 0.49 -0.44  C6 1.332, C7 1.470, H12 1.083
3 C -0.70 -1.42 1.76  C1 1.346, H13 1.056, H18 1.076
4 C -0.11 2.08 -2.00  C6 1.534, N8 1.300, H14 1.098
5 C -2.15 2.79 -1.21  N8 1.286, N9 1.371, H15 1.027
6 C 0.04 1.17 -0.77  C2 1.332, C4 1.534, N10 1.311
7 C 1.04 -0.86 0.14  C1 1.503, C2 1.470, H16 1.146, H17 1.156
8 N -1.23 2.73 -2.11  C4 1.300, C5 1.286
9 N -2.12 1.82 -0.24  C5 1.371, N10 1.249
10 N -1.06 1.19 -0.06  C6 1.311, N9 1.249
11 H -0.57 -2.29 -0.27  C1 1.118
12 H 2.12 0.93 -0.42  C2 1.083
13 H -1.50 -1.99 2.13  C3 1.056
14 H 0.47 2.04 -2.93  C4 1.098
15 H -2.99 3.39 -1.19  C5 1.027
16 H 1.74 -0.73 1.05  C7 1.146
17 H 1.50 -1.72 -0.48  C7 1.156
18 H -0.25 -0.75 2.46  C3 1.076

Output
orbital gap (spin up / spin down): 6.57 / 6.10 eV
charge: +1
SMILES string: C=CC/C=C1/C=NC=[N+]=N1
LUMO energy (spin up / spin down): -6.80 / -7.13 eV

*B*
Here is 3 unconnected molecules or ions with the total composition C7H8N3 from OMol25. Energies are from ωB97M-V/def2-TZVPD.

Each atom is followed by the atoms it is bonded to, with distances in Å.
Positions of all 18 atoms, in Å:
1 C -2.50 1.64 0.98  C2 1.387, C3 1.421, H11 1.037
2 C -1.25 1.91 1.52  C1 1.387, C4 1.355, H12 1.075
3 C -2.59 0.82 -0.17  C1 1.421, C5 1.394, H13 1.053
4 C -0.22 1.07 1.24  C2 1.355, C6 1.306, H14 1.026
5 C -1.48 0.14 -0.66  C3 1.394, C6 1.410, H15 1.009
6 C -0.34 0.38 0.13  C4 1.306, C5 1.410
7 C 2.02 -0.93 -1.51  N10 1.322, H16 1.012
8 N 5.83 -3.73 -2.41  N9 1.103
9 N 4.80 -3.82 -2.01  N8 1.103
10 N 2.06 -2.24 -1.34  C7 1.322, H17 0.995, H18 1.057
11 H -3.31 2.13 1.40  C1 1.037
12 H -1.30 2.66 2.28  C2 1.075
13 H -3.47 0.52 -0.67  C3 1.053
14 H 0.62 1.20 1.81  C4 1.026
15 H -1.48 -0.57 -1.38  C5 1.009
16 H 2.73 -0.51 -2.09  C7 1.012
17 H 2.81 -2.79 -1.68  N10 0.995
18 H 1.35 -2.67 -0.68  N10 1.057

Output
orbital gap (spin up / spin down): 6.24 / 8.16 eV
charge: +1
LUMO energy (spin up / spin down): -6.67 / -5.56 eV

*C*
Here is a gas-phase ion, C7H8N3 (charge +1) from OMol25. Energies are from ωB97M-V/def2-TZVPD.

Each atom is followed by the atoms it is bonded to, with distances in Å.
Positions of all 18 atoms, in Å:
1 C 2.21 0.64 0.55  C2 1.343, C3 1.374, H11 1.022
2 C 1.39 1.70 0.45  C1 1.343, C6 1.383, H12 1.118
3 C 1.77 -0.66 0.53  C1 1.374, C4 1.365, H13 1.049
4 C 0.54 -1.14 0.20  C3 1.365, C7 1.480, H14 1.217
5 C -1.94 -0.03 0.64  C7 1.488, N8 1.282, H15 1.013
6 C 0.03 1.42 0.48  C2 1.383, N9 1.225
7 C -0.73 -0.44 -0.11  C4 1.480, C5 1.488, N10 1.531
8 N -2.05 1.14 1.14  C5 1.282, N9 1.326
9 N -0.88 1.76 1.22  C6 1.225, N8 1.326
10 N -1.28 -0.82 -1.49  C7 1.531, H16 0.970, H17 1.012, H18 1.008
11 H 3.21 0.81 0.63  C1 1.022
12 H 1.82 2.72 0.32  C2 1.118
13 H 2.42 -1.47 0.66  C3 1.049
14 H 0.46 -2.28 -0.22  C4 1.217
15 H -2.71 -0.68 0.49  C5 1.013
16 H -2.24 -0.96 -1.48  N10 0.970
17 H -0.79 -1.62 -1.86  N10 1.012
18 H -1.22 -0.08 -2.17  N10 1.008

Output
orbital gap: 8.73 eV
charge: +1
LUMO energy: -4.54 eV

Least stable of them? *A*.